(1)
The following is a DFT calculation (the ωB97M-V functional and the def2-TZVPD basis) of an isolated ion of composition C17H28NO4 and charge +1.

The calculation puts the strongest force on any atom at 1.04 eV Å⁻¹. Its SMILES is CC[N+](C)(CC)C[C@@H](O)COC[C@H]1COc2ccccc2O1. The energy relative to the best compared isomer or geometry (same formula, charge and spin) is 0.775 eV. Its charge is +1. The HOMO energy comes out at -10.988 eV.

```
50
Properties=species:S:1:pos:R:3:forces:R:3:nbo_charge:R:1
C 2.16506 1.79294 1.23706 0.024 -0.178 -0.117 -0.654
C 3.08652 0.85540 0.47244 0.213 0.795 0.291 -0.217
N 2.48529 -0.45695 0.08780 0.002 -0.070 -0.006 -0.208
C 3.42786 -1.15542 -0.80836 0.613 -0.356 -0.557 -0.425
C 2.20681 -1.29961 1.29410 -0.004 -0.429 0.774 -0.214
C 3.40863 -1.63381 2.16388 -0.062 0.118 -0.168 -0.639
C 1.18084 -0.29132 -0.61171 -0.707 0.403 -0.644 -0.280
C 1.15512 0.61278 -1.85155 -0.192 0.332 0.409 0.072
O 1.58204 -0.14943 -2.95329 -0.063 -0.236 -0.244 -0.725
C -0.28221 1.14304 -2.00139 0.188 -0.093 -0.045 -0.078
O -0.46858 2.08184 -0.96497 0.145 -0.050 0.047 -0.557
C -1.79744 2.26889 -0.50849 -0.074 -0.167 0.345 -0.093
C -1.98360 1.64733 0.89036 -0.276 0.560 -0.311 0.045
C -3.44308 1.76755 1.33983 0.527 0.118 0.348 -0.098
O -4.28753 1.08883 0.44293 -0.165 -0.269 -0.346 -0.477
C -3.85123 -0.17267 0.13334 0.086 -0.047 0.063 0.199
C -4.74300 -1.06076 -0.45612 0.146 0.157 0.094 -0.215
C -4.34324 -2.34522 -0.76756 -0.059 0.019 0.001 -0.209
C -3.05282 -2.76085 -0.47974 0.096 -0.041 -0.016 -0.210
C -2.15242 -1.87881 0.08664 -0.075 0.179 0.047 -0.277
C -2.53869 -0.57781 0.38081 0.014 0.083 -0.047 0.268
O -1.58971 0.28533 0.90447 -0.155 -0.395 -0.033 -0.528
H 1.30649 2.09531 0.64339 -0.072 0.018 -0.022 0.244
H 1.82177 1.35888 2.17169 -0.053 -0.030 0.124 0.217
H 2.73000 2.68905 1.48193 0.072 0.035 0.019 0.250
H 3.97328 0.64134 1.07007 -0.049 -0.109 -0.174 0.229
H 3.42262 1.34439 -0.44277 0.007 -0.193 0.011 0.227
H 3.42693 -0.67959 -1.78652 -0.038 0.067 0.129 0.259
H 4.43471 -1.13351 -0.39919 -0.071 0.040 0.122 0.229
H 3.11711 -2.18987 -0.94007 -0.102 0.015 0.072 0.231
H 1.45706 -0.78327 1.89503 -0.026 0.013 -0.200 0.232
H 1.76331 -2.23074 0.93571 -0.054 0.164 -0.141 0.225
H 3.82958 -0.75863 2.64993 0.053 0.058 0.051 0.221
H 3.07002 -2.30483 2.94954 -0.044 -0.041 0.028 0.254
H 4.18904 -2.14853 1.61157 0.093 -0.051 -0.019 0.224
H 0.85962 -1.27859 -0.95241 0.074 -0.012 0.156 0.243
H 0.44955 0.08956 0.10380 0.191 -0.119 -0.006 0.283
H 1.79497 1.49757 -1.72603 -0.070 -0.093 0.064 0.176
H 1.38464 0.30922 -3.77758 0.023 0.054 0.012 0.491
H -0.39947 1.63067 -2.98068 0.049 -0.113 0.061 0.186
H -0.99683 0.31362 -1.93846 -0.003 0.021 0.017 0.192
H -2.51596 1.83846 -1.21123 0.018 0.050 0.009 0.197
H -1.97513 3.34559 -0.43894 -0.067 -0.082 -0.021 0.205
H -1.31828 2.14629 1.60190 -0.125 0.003 -0.066 0.204
H -3.54002 1.34088 2.34742 -0.012 0.090 -0.107 0.195
H -3.76988 2.80745 1.35117 0.045 -0.055 0.047 0.213
H -5.74601 -0.71795 -0.65023 -0.151 0.044 -0.023 0.236
H -5.04350 -3.02744 -1.22167 -0.081 -0.068 -0.041 0.228
H -2.74492 -3.77051 -0.70024 0.027 -0.106 -0.021 0.223
H -1.14528 -2.18608 0.32237 0.141 -0.034 0.034 0.206
```
Positions in Å, forces in eV/Å.


(2)
The following is a DFT calculation (the ωB97M-V functional and the def2-TZVPD basis) of C16H23AuN8O4S as an isolated structure.

The calculation puts the strongest force on any atom at 0.19 eV Å⁻¹. The energy relative to the best compared isomer or geometry (same formula, charge and spin) is 0.655 eV. Its charge is 0. The HOMO energy comes out at -7.257 eV.

```
53
Properties=species:S:1:pos:R:3:forces:R:3:nbo_charge:R:1
Au 0.40919 0.18861 -1.94658 -0.064 -0.016 0.036 0.634
N 0.11226 0.82380 0.85210 0.056 0.035 0.052 -0.832
C 1.07309 1.90608 0.89355 -0.006 -0.019 -0.020 -0.176
C 1.07166 2.74392 2.18854 -0.004 -0.001 -0.002 -0.423
C -0.29096 3.14254 2.76722 -0.011 -0.022 0.003 -0.409
C -1.19126 3.95637 1.83995 -0.033 -0.004 -0.059 -0.219
N -0.43876 5.01424 1.18940 0.125 0.035 0.133 -0.577
C -0.67710 6.29014 1.13654 -0.030 -0.004 -0.051 0.671
N -1.68344 6.89079 1.80458 0.009 -0.001 0.006 -0.793
N 0.14955 7.05486 0.39977 0.027 0.005 0.016 -0.785
C 1.06223 2.73923 -0.42075 -0.055 0.048 0.039 0.802
O 1.29214 3.97850 -0.33809 0.064 -0.043 0.036 -0.763
O 0.89567 2.16792 -1.51748 0.050 0.026 -0.035 -0.705
H -0.85020 1.10408 0.97853 -0.010 -0.054 -0.057 0.364
H 0.33862 0.06966 1.48386 -0.012 0.045 0.019 0.369
H 2.05827 1.42950 0.84004 0.021 0.028 -0.008 0.229
H 1.69058 3.62977 2.03979 0.015 -0.010 0.009 0.223
H 1.57061 2.15187 2.95960 -0.001 -0.005 -0.005 0.216
H -0.11430 3.71435 3.68166 0.004 0.009 -0.008 0.211
H -0.84619 2.24902 3.06295 0.003 0.005 0.000 0.216
H -2.04254 4.35066 2.39660 0.015 0.005 0.015 0.190
H -1.60399 3.32093 1.05103 0.000 0.002 -0.007 0.214
H 0.39252 4.64028 0.60749 -0.125 -0.033 -0.062 0.458
H -2.38182 6.33180 2.25775 -0.006 -0.001 -0.001 0.413
H -1.91871 7.84597 1.60752 -0.008 -0.001 -0.011 0.408
H 0.84900 6.59959 -0.16698 -0.025 0.004 -0.015 0.438
H -0.00571 8.03764 0.28068 -0.001 -0.001 -0.005 0.405
N -0.04992 -6.10216 2.49521 -0.004 -0.001 0.000 -0.798
C -0.44419 -5.20408 1.50321 -0.005 0.006 -0.004 0.179
C -0.89125 -5.66753 0.26560 -0.004 0.006 -0.012 -0.285
C -1.23251 -4.77840 -0.73798 -0.014 0.008 0.016 -0.146
C -1.13661 -3.41370 -0.51399 0.007 -0.015 -0.004 -0.309
C -0.70003 -2.94086 0.71520 0.006 -0.012 0.008 -0.182
C -0.35190 -3.82739 1.71787 -0.003 0.003 0.002 -0.276
S -1.57238 -2.25341 -1.77393 0.045 -0.029 0.030 2.334
O -2.13666 -1.11516 -1.09174 -0.026 0.005 0.009 -0.976
O -2.36459 -2.94081 -2.75287 -0.012 0.000 -0.001 -0.944
N -0.16119 -1.71945 -2.40442 0.031 0.017 -0.051 -0.973
C 0.64577 -2.54860 -3.14223 -0.003 -0.019 0.043 0.550
N 1.68976 -1.95482 -3.74655 0.013 0.001 0.002 -0.485
C 2.48081 -2.73489 -4.46212 -0.002 0.006 0.001 0.093
C 2.27869 -4.09991 -4.60180 -0.004 -0.004 0.001 -0.371
C 1.19014 -4.61035 -3.91814 0.006 -0.003 -0.001 0.098
N 0.37751 -3.86137 -3.18901 -0.029 0.017 -0.028 -0.509
H -0.45153 -7.02249 2.41704 0.000 -0.001 -0.001 0.376
H -0.10129 -5.74686 3.43608 0.003 0.002 0.002 0.374
H -0.96663 -6.73482 0.09163 0.001 0.000 0.000 0.206
H -1.57505 -5.12589 -1.70169 0.002 -0.001 -0.006 0.249
H -0.64922 -1.87165 0.87561 -0.005 -0.021 -0.020 0.224
H -0.01009 -3.45913 2.67891 0.003 -0.001 -0.007 0.200
H 3.31977 -2.24444 -4.94688 -0.003 0.005 -0.002 0.187
H 2.93205 -4.72230 -5.19455 0.003 0.000 0.003 0.218
H 0.96016 -5.67164 -3.94771 -0.004 0.002 0.001 0.186
```
Positions in Å, forces in eV/Å.


(3)
The following is a DFT calculation (the ωB97M-V functional and the def2-TZVPD basis) of C40H46MoN4O6SiTe as an isolated structure.

The calculation puts the strongest force on any atom at 2.41 eV Å⁻¹. As for the spin multiplicity: 4. The energy relative to the best compared isomer or geometry (same formula, charge and spin) is 0.000 eV. Its charge is +1. The HOMO energy (alpha / beta) comes out at -10.000 / -10.588 eV.

```
99
Properties=species:S:1:pos:R:3:forces:R:3:lowdin_charge:R:1
Mo -0.00392 0.03188 0.52100 -1.421 -1.837 -0.651 1.623
O 4.04643 3.68758 -1.71766 0.174 0.183 -0.141 0.152
C 4.62642 2.52166 -1.48913 0.027 -0.256 0.058 -0.496
O 5.79356 2.32245 -1.68569 0.117 0.055 -0.016 0.130
C 3.78149 1.43668 -0.91339 0.077 0.469 -0.058 -0.046
C 4.25842 0.18912 -0.59226 0.900 -0.158 -0.224 0.030
N 3.26379 -0.48400 -0.03126 0.258 -0.734 0.544 0.079
N 2.15584 0.22902 0.05122 -0.184 0.443 -0.131 -0.026
C 2.45512 1.40995 -0.49236 -0.717 0.186 -0.518 -0.150
C 1.26276 2.27633 -0.80683 0.128 -1.066 0.372 -0.545
O 1.34299 3.40777 -1.19355 0.359 1.010 -0.357 0.126
O 0.15014 1.61027 -0.65116 0.128 1.193 -0.178 -0.223
H 3.08208 3.67277 -1.56112 -0.303 0.040 0.077 0.075
H 5.23916 -0.24302 -0.76061 -0.232 0.130 0.110 0.159
H 3.27734 -1.42367 0.33242 0.019 -0.157 0.034 0.141
C -4.33947 1.02344 -1.25872 -0.314 -0.074 -0.203 -0.157
Si -3.21092 1.18475 0.19792 0.328 -0.078 0.236 0.415
C -2.42210 2.86080 0.11424 0.068 0.226 -0.106 -0.172
C -4.03401 1.10227 1.87240 -0.388 -0.033 0.139 -0.156
N -1.98178 -0.11553 0.17988 -0.226 -0.077 -0.268 -0.211
C -2.41341 -1.44593 0.04350 0.236 0.387 0.093 -0.297
C -3.71939 -1.91286 0.22197 -0.096 0.043 0.094 -0.040
C -4.02269 -3.26085 0.10316 -0.094 -0.005 -0.010 -0.065
C -3.03419 -4.18552 -0.19262 -0.005 -0.079 -0.018 -0.070
C -1.72852 -3.75378 -0.39118 0.119 -0.101 -0.058 -0.007
C -1.45998 -2.40983 -0.28294 0.261 0.169 -0.025 -0.171
O -0.14833 -1.84316 -0.52156 -0.093 -0.323 0.300 -0.166
C 0.92164 -2.78008 -0.61380 -0.242 0.231 0.098 -0.284
C 1.17115 -3.35694 -1.83633 0.015 0.060 -0.341 0.001
C 2.19160 -4.29459 -1.93469 0.082 -0.063 -0.050 -0.044
C 2.94764 -4.63070 -0.81855 0.002 -0.002 0.019 -0.060
C 2.67831 -4.03009 0.40730 0.021 0.019 -0.015 -0.065
C 1.64689 -3.10242 0.51749 -0.101 -0.053 0.215 -0.051
H -5.05201 1.85908 -1.25812 0.113 -0.141 -0.025 0.047
H -4.91258 0.09298 -1.28872 0.054 0.149 -0.042 0.027
H -3.74943 1.08736 -2.17934 -0.078 0.007 0.073 0.046
H -3.20233 3.60737 0.32526 0.159 -0.171 -0.030 0.054
H -1.98527 3.08274 -0.86147 -0.013 -0.013 0.108 0.042
H -1.63944 2.98005 0.86372 -0.024 0.038 -0.005 -0.017
H -4.50879 2.06347 2.11205 0.083 -0.189 -0.024 0.041
H -3.27464 0.90090 2.63726 -0.072 0.047 -0.026 0.027
H -4.80643 0.32850 1.95718 0.145 0.142 0.045 0.030
H -4.50418 -1.21188 0.48011 0.093 -0.126 -0.032 0.082
H -5.04659 -3.59144 0.24766 0.128 0.054 0.007 0.115
H -3.26614 -5.24101 -0.27578 0.020 0.114 0.017 0.112
H -0.95135 -4.46703 -0.62525 0.020 0.012 -0.010 0.121
H 0.57254 -3.08159 -2.69753 0.027 -0.027 0.066 0.140
H 2.38916 -4.76914 -2.88982 -0.006 0.065 0.097 0.119
H 3.73399 -5.37325 -0.89817 -0.060 0.098 -0.004 0.114
H 3.26030 -4.29259 1.28514 -0.085 -0.002 -0.079 0.115
H 1.37902 -2.65000 1.46604 0.017 0.011 0.004 0.096
C -1.53665 -2.03133 3.66310 0.001 -0.107 -0.004 0.012
C -0.70667 -0.82658 3.32538 0.162 0.437 -0.383 -0.672
O -0.67226 0.12702 4.17126 0.183 -0.443 -0.295 -0.187
N -0.06787 -0.81053 2.15632 0.162 -0.004 1.478 -0.205
Te 0.79262 1.85377 3.04742 0.828 0.259 0.476 1.806
C 1.14599 3.63226 4.15247 -0.329 -0.206 0.208 -0.364
C 0.75832 4.85362 3.59942 -0.090 0.024 -0.219 -0.307
C 0.03919 4.99384 2.27360 0.256 0.136 0.258 -0.056
C 1.08013 6.01234 4.29937 -0.027 0.168 -0.071 -0.004
C 1.73980 5.97684 5.51725 0.032 0.055 0.073 -0.242
C 2.08144 7.24175 6.26249 -0.007 -0.090 -0.031 -0.035
C 2.05081 4.73234 6.06527 0.053 0.003 0.106 -0.002
C 1.75004 3.54045 5.42233 -0.023 -0.052 0.075 -0.271
C 2.04789 2.23883 6.14446 -0.017 0.291 -0.200 -0.042
C 2.85918 1.28218 3.10110 0.147 -0.106 -0.184 -0.340
C 3.32368 0.08055 3.65925 0.008 0.111 -0.040 -0.295
C 2.52110 -0.87423 4.50786 0.008 -0.109 -0.322 -0.050
C 4.66781 -0.25398 3.47102 0.034 -0.094 0.072 -0.016
C 5.55556 0.55915 2.78774 0.145 -0.122 -0.045 -0.257
C 6.99175 0.15301 2.56216 -0.084 0.091 0.036 -0.029
C 5.07995 1.77056 2.30332 0.049 0.104 -0.058 -0.012
C 3.75408 2.15903 2.44282 -0.135 0.057 -0.066 -0.282
C 3.38160 3.52090 1.89217 0.048 -0.206 0.054 -0.040
H -1.61391 -2.13423 4.74374 -0.031 -0.005 -0.032 0.090
H -1.10427 -2.92771 3.22019 -0.060 0.011 0.005 0.083
H -2.53884 -1.89193 3.24624 0.064 0.009 0.017 0.089
H -0.36820 4.05506 1.91916 -0.062 -0.080 -0.067 -0.009
H 0.70935 5.37643 1.49828 -0.014 -0.034 0.049 0.098
H -0.79061 5.69486 2.36394 0.026 -0.001 0.020 0.097
H 0.79736 6.97083 3.86953 0.038 -0.094 0.064 0.130
H 1.81792 8.13047 5.68812 0.012 -0.078 0.035 0.080
H 3.15027 7.27945 6.48551 -0.061 0.006 -0.021 0.088
H 1.54980 7.27878 7.21657 0.022 0.006 -0.061 0.090
H 2.52414 4.68865 7.04534 -0.074 0.013 -0.142 0.131
H 2.03165 2.40079 7.22323 0.007 0.032 -0.092 0.091
H 3.03362 1.84825 5.88029 -0.048 0.012 -0.034 0.089
H 1.30209 1.47752 5.92074 -0.044 -0.045 -0.020 0.052
H 1.62128 -0.43212 4.90522 -0.277 0.129 0.075 0.036
H 3.13202 -1.21314 5.34429 -0.019 0.011 0.003 0.095
H 2.22901 -1.76324 3.93765 0.011 0.093 0.021 0.081
H 5.02663 -1.18883 3.90014 -0.047 0.135 -0.035 0.126
H 7.23832 -0.76144 3.10234 -0.020 0.051 -0.028 0.080
H 7.67619 0.94124 2.88648 -0.071 -0.074 -0.011 0.091
H 7.18527 -0.01326 1.49811 -0.029 0.009 0.067 0.082
H 5.76308 2.43705 1.78078 -0.072 -0.052 0.056 0.136
H 4.13088 3.85937 1.17473 -0.038 -0.061 0.038 0.091
H 3.33343 4.25902 2.69403 -0.011 -0.002 0.016 0.095
H 2.41464 3.53268 1.38500 -0.032 -0.003 -0.004 0.042
```
Positions in Å, forces in eV/Å.


(4)
The following is a DFT calculation (the ωB97M-V functional and the def2-TZVPD basis) of one molecule with the formula C2H6O2.

The calculation puts the strongest force on any atom at 6.62 eV Å⁻¹. Its SMILES is COCO. The energy relative to the best compared isomer or geometry (same formula, charge and spin) is 2.808 eV. Its charge is 0. The HOMO energy comes out at -10.217 eV.

```
10
Properties=species:S:1:pos:R:3:forces:R:3:nbo_charge:R:1
C -1.17788 -0.41187 -0.56453 -2.231 -0.669 -1.437 -0.263
O -0.42176 0.48243 0.19171 0.761 1.187 0.221 -0.565
C 0.97418 0.10217 0.21453 -2.803 4.344 4.127 0.256
O 1.64931 0.89946 1.19967 -5.257 1.822 1.431 -0.717
H -1.15746 -1.28696 0.07022 -0.302 -1.096 -0.718 0.175
H -2.35988 -0.21658 -0.82988 3.001 0.472 1.347 0.199
H -0.75485 -0.52933 -1.59357 -0.037 -0.347 0.819 0.171
H 1.12151 -0.85706 0.34933 0.244 -5.159 1.349 0.130
H 1.40230 0.35600 -0.60729 2.372 1.658 -5.890 0.130
H 0.72453 1.46173 1.56981 4.251 -2.211 -1.248 0.485
```
Positions in Å, forces in eV/Å.